Entry 1:
{
  "formula": "C32H51N4O2P2Sr",
  "method": "wB97M-V/def2-TZVPD",
  "charge": 1,
  "homo_lumo_gap_ev": [3.41, 3.41],
  "energy_ev": -63475.1156,
  "spin_multiplicity": 1,
  "symbols": ["C", "C", "C", "C", "C", "H", "H", "H", "N", "P", "P", "C", "H", "H", "C", "O", "C", "H", "C", "C", "C", "C", "C", "H", "H", "H", "C", "H", "H", "H", "C", "H", "H", "H", "C", "H", "H", "H", "C", "H", "H", "H", "C", "H", "H", "H", "C", "H", "H", "H", "C", "H", "H", "H", "C", "H", "H", "H", "C", "H", "H", "H", "C", "H", "H", "H", "C", "H", "H", "H", "Sr", "N", "C", "C", "C", "C", "C", "H", "C", "H", "C", "H", "H", "H", "N", "C", "N", "O", "H", "H", "H", "H"],
  "xyz": [[-1.7024, -1.3929, -1.5974], [0.5874, -1.8329, -1.5347], [-1.9073, -2.4478, -2.4865], [0.4183, -3.0185, -2.2589], [-0.8430, -3.3073, -2.7781], [-2.8857, -2.5783, -2.9451], [1.2750, -3.6571, -2.4515], [-0.9973, -4.1652, -3.4224], [-0.4957, -1.1611, -1.0428], [-2.9642, 0.1515, 0.4315], [3.1751, -0.4091, -0.3527], [-2.8375, -0.4005, -1.3238], [-2.6942, 0.5011, -1.9446], [-3.7861, -0.8442, -1.6593], [0.5355, 2.9155, 2.4164], [0.7830, 3.8631, 3.0286], [1.8937, -1.0614, -1.5970], [2.5430, -1.4153, -2.4185], [4.6419, 0.3144, -1.2128], [3.4846, -1.2589, 1.2332], [-3.8485, 1.8181, 0.2995], [-4.0038, -1.2621, 1.1602], [4.8245, 1.7770, -0.7472], [5.0202, 1.8539, 0.3289], [5.6921, 2.1960, -1.2762], [3.9530, 2.3928, -0.9945], [5.9320, -0.4702, -0.9108], [6.2192, -0.4366, 0.1445], [5.8532, -1.5157, -1.2288], [6.7425, -0.0034, -1.4853], [4.4884, 0.3299, -2.7516], [5.3878, 0.8164, -3.1595], [4.4353, -0.6775, -3.1819], [3.6281, 0.9174, -3.0929], [4.3618, -0.3422, 2.1083], [3.8529, 0.6070, 2.3237], [4.5520, -0.8423, 3.0674], [5.3347, -0.1082, 1.6652], [2.2025, -1.6032, 2.0326], [1.8320, -0.7449, 2.6203], [1.4006, -2.0316, 1.4052], [2.4615, -2.3697, 2.7750], [4.1916, -2.5787, 0.8600], [5.1587, -2.4185, 0.3780], [4.3615, -3.1688, 1.7688], [3.5787, -3.1669, 0.1657], [-4.6403, -0.7938, 2.4803], [-5.1215, -1.6663, 2.9494], [-3.8885, -0.4050, 3.1840], [-5.4200, -0.0343, 2.3239], [-3.0190, -2.4134, 1.4509], [-2.5090, -2.7652, 0.5432], [-2.2566, -2.1270, 2.1914], [-3.5914, -3.2569, 1.8659], [-5.0996, -1.7876, 0.2202], [-5.7122, -2.4978, 0.7974], [-5.7689, -0.9992, -0.1465], [-4.6907, -2.3416, -0.6353], [-3.0350, 2.7517, -0.6226], [-3.0855, 2.4538, -1.6779], [-3.4621, 3.7631, -0.5474], [-1.9751, 2.8258, -0.3302], [-3.9104, 2.4537, 1.7037], [-2.9060, 2.6020, 2.1302], [-4.3857, 3.4407, 1.6082], [-4.5046, 1.8611, 2.4101], [-5.2584, 1.6375, -0.2702], [-5.2552, 1.1524, -1.2568], [-5.9220, 1.0805, 0.4044], [-5.6973, 2.6392, -0.3983], [-0.0253, 0.3622, 1.1376], [2.0464, 0.8647, -0.2693], [1.6087, 0.3432, -1.4796], [1.0113, 1.1326, -2.5295], [0.8532, 2.5216, -2.3457], [0.7618, 0.5446, -3.7983], [0.5926, 3.3275, -3.4486], [0.9864, 2.9300, -1.3401], [0.5285, 1.3703, -4.8972], [0.7631, -0.5454, -3.9064], [0.4464, 2.7609, -4.7215], [0.5225, 4.4090, -3.3075], [0.4269, 0.9260, -5.8866], [0.2881, 3.3981, -5.5904], [-0.1262, 1.0609, 5.3001], [-0.6558, -0.0296, 4.7089], [-1.2615, -0.9248, 5.5219], [-0.5939, -0.2190, 3.4547], [-0.2168, 1.1933, 6.2989], [0.2783, 1.7892, 4.7179], [-1.6532, -1.7680, 5.1209], [-1.3034, -0.7837, 6.5240]],
  "forces_ev_per_a": [[0.014, -0.061, 0.136], [-0.711, -1.066, -0.253], [0.303, -0.114, -0.126], [-0.325, 0.314, 0.249], [-0.305, 0.168, 0.491], [0.241, -0.017, 0.048], [-0.043, 0.226, -0.269], [0.046, 0.069, 0.007], [0.414, 0.126, -0.685], [0.039, -0.051, -0.187], [-3.184, 3.114, 0.037], [0.074, -0.223, -0.248], [0.254, -0.416, 0.193], [0.321, 0.202, 0.082], [0.774, 3.313, 2.039], [-0.758, -3.179, -2.105], [1.140, -1.850, 0.643], [-0.631, -0.229, -0.191], [1.010, -0.276, -0.454], [0.633, -0.346, 0.136], [-0.216, -0.626, 0.097], [-0.015, 0.529, -0.064], [-0.130, 0.042, 0.006], [-0.092, -0.012, -0.165], [-0.094, -0.199, 0.100], [0.127, -0.272, 0.120], [0.213, 0.099, -0.179], [0.029, -0.072, -0.336], [0.119, 0.209, -0.040], [-0.107, -0.154, 0.125], [-0.066, 0.144, -0.092], [-0.167, -0.215, 0.098], [-0.005, 0.174, 0.090], [0.083, -0.219, 0.198], [0.051, -0.092, 0.286], [0.046, -0.170, -0.108], [-0.020, 0.067, -0.109], [-0.361, -0.094, 0.166], [0.098, 0.147, -0.272], [0.156, -0.228, -0.259], [0.230, 0.086, 0.103], [-0.080, 0.117, -0.135], [0.106, -0.115, 0.243], [-0.211, -0.027, 0.232], [-0.019, 0.007, -0.175], [0.014, 0.021, 0.187], [-0.081, -0.258, 0.036], [0.090, 0.243, -0.025], [-0.170, -0.027, -0.197], [0.263, -0.249, 0.048], [-0.011, 0.027, 0.085], [-0.139, 0.083, 0.198], [-0.176, 0.006, -0.167], [0.162, 0.139, -0.109], [-0.206, -0.160, 0.196], [0.094, 0.129, -0.207], [0.212, -0.231, 0.073], [-0.086, 0.163, 0.237], [-0.060, -0.102, 0.066], [0.083, 0.105, 0.298], [0.103, -0.246, -0.023], [-0.210, -0.069, -0.107], [-0.121, 0.037, -0.139], [-0.212, -0.054, -0.116], [0.119, -0.187, 0.107], [0.198, 0.184, -0.184], [-0.256, 0.548, -0.021], [0.036, 0.098, 0.278], [0.225, 0.115, -0.166], [-0.043, -0.248, -0.049], [0.565, -0.066, -1.255], [2.082, -0.697, 4.201], [-2.424, 2.261, -3.580], [1.438, -1.358, 1.268], [-0.227, 0.467, -0.365], [-0.359, 0.397, -0.531], [-0.120, -0.212, 0.171], [0.123, 0.019, -0.380], [-0.129, -0.065, 0.713], [0.232, 0.386, -0.067], [0.095, 0.157, -0.374], [-0.040, -0.292, -0.161], [-0.099, 0.163, 0.173], [0.020, -0.098, 0.225], [0.063, 0.145, -0.125], [-0.149, -0.538, -1.236], [0.070, 0.075, -0.057], [0.021, 0.427, 1.735], [0.139, 0.191, -0.366], [-0.225, -0.416, 0.504], [0.163, 0.325, 0.123], [-0.047, -0.167, -0.391]]
}

Entry 2:
{
  "formula": "C22H18ClN3O5",
  "method": "wB97M-V/def2-TZVPD",
  "smiles": "O=C1NC(=O)N(Cc2ccco2)C(=O)/C1=C\\c1cccn1CCOc1ccc(Cl)cc1",
  "homo_lumo_gap_ev": 7.48,
  "energy_ev": -50332.0154,
  "spin_multiplicity": 1,
  "symbols": ["O", "C", "N", "C", "O", "N", "C", "C", "C", "C", "C", "O", "C", "O", "C", "C", "C", "C", "C", "C", "N", "C", "C", "O", "C", "C", "C", "C", "Cl", "C", "C", "H", "H", "H", "H", "H", "H", "H", "H", "H", "H", "H", "H", "H", "H", "H", "H", "H", "H"],
  "xyz": [[-0.9623, -0.0410, -4.0222], [-1.4428, -0.0872, -2.9217], [-2.0501, 1.0908, -2.6012], [-2.5734, 1.2201, -1.3129], [-3.1403, 2.2686, -1.2061], [-2.5263, 0.2020, -0.3515], [-3.3765, 0.3687, 0.8115], [-2.6520, 0.6953, 2.0279], [-1.6233, 1.6044, 2.1389], [-1.2393, 1.6983, 3.5801], [-2.0419, 0.6821, 4.1656], [-2.9518, 0.0928, 3.2484], [-1.8821, -1.0139, -0.7297], [-2.2605, -2.0741, -0.1009], [-1.1395, -1.0473, -1.9855], [-0.1801, -2.0239, -2.1944], [0.3278, -3.0257, -1.1853], [-0.4210, -4.2382, -1.0811], [-0.1221, -4.8899, 0.2047], [0.6965, -3.9281, 0.7312], [0.9622, -2.8121, -0.0285], [1.8761, -1.7949, 0.2921], [1.4017, -0.5318, 1.0109], [1.1540, 0.4722, -0.0609], [2.0932, 1.4621, -0.3543], [1.9453, 2.0654, -1.6163], [2.6522, 3.2599, -1.9101], [3.6733, 3.6889, -1.0338], [4.8397, 4.8519, -1.4771], [3.8027, 3.0690, 0.1803], [2.9988, 1.8787, 0.5464], [-2.2592, 1.7178, -3.2746], [-4.1180, 1.2086, 0.7702], [-4.0377, -0.5473, 0.8916], [-1.3738, 2.3015, 1.3589], [-0.4161, 2.4143, 3.9192], [-2.2008, 0.3688, 5.2625], [0.3128, -1.9655, -3.1963], [-1.2808, -4.6288, -1.7305], [-0.4885, -5.8248, 0.5879], [1.2078, -4.0622, 1.6663], [2.6677, -2.2392, 0.9364], [2.5390, -1.4273, -0.5829], [2.0650, -0.2902, 1.9099], [0.4016, -0.6860, 1.4087], [1.1904, 1.7391, -2.2839], [2.4220, 3.7969, -2.8808], [4.4834, 3.4978, 0.9474], [3.0469, 1.4633, 1.5258]],
  "forces_ev_per_a": [[0.925, -1.610, -2.577], [1.121, 4.157, -3.692], [0.505, -5.380, 5.866], [-0.576, 1.522, -1.754], [-1.216, 1.305, 2.183], [1.224, 0.626, -2.219], [-2.762, -1.266, 0.219], [2.367, 0.376, 1.988], [-1.227, -0.292, 1.929], [-1.206, -1.964, -1.223], [0.183, 1.310, 0.710], [2.262, 1.744, -0.202], [-4.131, -3.755, 3.482], [2.173, 4.044, -1.921], [1.890, -4.073, 3.224], [0.292, 1.669, -0.161], [-4.300, -1.528, -2.553], [-0.440, -0.882, -0.130], [0.253, 3.395, -2.842], [1.095, -0.932, 2.560], [-0.950, -1.593, 0.404], [3.860, 1.211, 0.466], [-0.612, 0.376, -0.687], [0.810, -0.078, 1.040], [-1.615, -1.420, -0.687], [1.025, 2.351, 0.660], [-0.425, -1.082, -0.969], [-1.004, -1.053, -0.016], [0.160, 0.818, -0.288], [-0.621, -1.917, 1.974], [2.124, 3.534, -0.590], [-0.771, 2.483, -2.333], [0.781, -0.594, -1.261], [1.044, 0.778, 0.205], [0.365, -0.099, -0.158], [-1.578, -1.516, 0.019], [0.335, 0.490, -2.205], [-0.604, -0.249, 0.809], [1.773, 0.996, 0.588], [0.121, 0.117, 0.144], [0.350, 0.365, 0.264], [-0.609, -0.047, -0.194], [-1.489, -0.804, 0.883], [-0.668, 0.265, -1.668], [-0.079, -0.042, 0.189], [-0.598, -0.397, -0.484], [0.561, -0.732, 1.328], [-0.358, -0.546, -0.786], [0.241, -0.081, 0.465]]
}

Entry 3:
{
  "formula": "C9H16N3O2",
  "method": "wB97M-V/def2-TZVPD",
  "charge": 1,
  "homo_lumo_gap_ev": [5.52, 5.34],
  "energy_ev": -18143.7560,
  "s_squared": 2.02,
  "spin_multiplicity": 3,
  "symbols": ["C", "C", "C", "C", "C", "C", "C", "C", "C", "N", "N", "N", "O", "O", "H", "H", "H", "H", "H", "H", "H", "H", "H", "H", "H", "H", "H", "H", "H", "H"],
  "xyz": [[2.1946, 0.8788, -0.0101], [3.0686, -1.4154, 0.0629], [-1.7258, -0.2426, -0.9725], [0.4184, 1.1116, -1.5421], [-0.1845, -0.2672, -1.2101], [0.3423, -0.6254, 0.1947], [-0.6114, 0.2835, 1.1504], [0.0978, -2.0987, 0.4831], [-2.4573, 1.7872, 0.4495], [1.8995, -0.4417, 0.1377], [-0.1892, 0.7270, 2.1976], [-1.9168, 0.4106, 0.3629], [3.1519, 1.4114, 0.3397], [1.2348, 1.6741, -0.5149], [2.7293, -2.2917, -0.4865], [3.1954, -1.6655, 1.1618], [-2.3643, 0.4782, -1.6437], [-2.2604, -1.1422, -1.0296], [1.1045, 1.0636, -2.3543], [-0.3714, 1.7793, -1.6570], [0.0304, -1.0183, -1.8742], [0.4673, -2.9090, -0.1990], [-0.9091, -2.2780, 0.6367], [0.5638, -2.1701, 1.4928], [-3.3515, 1.8779, -0.1463], [-2.7587, 1.9803, 1.5410], [-1.7604, 2.6341, 0.3147], [3.8172, -0.7421, -0.4350], [-0.7223, 1.3861, 2.8022], [-2.7329, -0.1757, 0.7477]],
  "forces_ev_per_a": [[-3.457, 1.847, -1.409], [-1.696, 1.774, 1.202], [0.024, 4.142, -1.362], [0.726, -1.251, 0.446], [-1.207, 2.160, 2.030], [-0.012, -1.784, -0.455], [-0.361, -3.507, -7.002], [2.701, -0.178, 1.249], [-0.551, 1.574, 2.247], [-2.697, -1.008, -0.476], [0.575, 3.318, 6.232], [0.218, -0.986, 1.700], [5.038, 1.009, 1.981], [-0.848, -0.744, 0.185], [0.252, 0.063, -0.056], [0.672, 0.096, -1.326], [1.715, -1.340, 0.494], [-0.228, -1.596, 0.257], [-0.134, -0.061, -1.361], [-0.996, 1.416, -0.686], [0.735, -1.646, -1.858], [0.088, 1.014, 0.365], [-2.112, -0.287, 0.231], [-0.319, -0.779, -0.533], [-0.186, 0.041, -0.303], [0.209, -0.691, -1.492], [0.149, -0.945, -0.688], [-0.099, -1.421, 0.833], [0.770, -0.855, -0.680], [1.032, 0.624, 0.236]]
}